Run w
The following is a DFT calculation (the ωB97M-V functional and the def2-TZVPD basis) of C3H9IN2OS as an isolated structure.

Values from the calculation:
- Frontier orbital gap: 8.26 eV
- HOMO level: -8.126 eV
- Lowest unoccupied orbital energy: 0.14 eV
- Molecular weight: 248.09 g mol⁻¹

The geometry in XYZ format:
```
17
C3H9IN2OS (the ωB97M-V functional and the def2-TZVPD basis)
C 1.719 -1.149 0.253
C 0.218 2.140 -0.089
C 0.198 -1.603 -0.022
N -2.683 1.294 -0.404
N -0.415 -0.480 -0.740
O -0.700 0.502 1.556
S -0.971 0.815 0.235
I -3.933 -0.290 0.147
H 2.185 -2.017 0.699
H 2.264 -0.703 -0.638
H 1.812 -0.405 1.091
H 0.890 1.422 -0.515
H -0.124 2.859 -0.829
H 0.708 2.607 0.695
H 0.211 -2.445 -0.718
H -0.337 -1.783 0.814
H -1.041 -0.765 -1.535
```

Run x
The following is a DFT calculation (the ωB97M-V functional and the def2-TZVPD basis) of a 2-piece molecular cluster, C3H9IN2OS overall.

Values from the calculation:
- Frontier orbital gap (alpha / beta): 7.47 / 5.29 eV
- HOMO level (alpha / beta): -9.023 / -8.626 eV
- Lowest unoccupied orbital energy (alpha / beta): -1.56 / -3.34 eV
- Molecular weight: 248.09 g mol⁻¹

The geometry in XYZ format:
```
17
C3H9IN2OS (the ωB97M-V functional and the def2-TZVPD basis)
C 0.909 -2.870 0.185
C -1.147 0.921 0.668
C 0.614 2.295 -0.420
N 0.506 -1.454 0.337
N 0.133 1.070 0.116
O 2.043 -0.039 -1.244
S 0.693 -0.347 -0.725
I -4.605 -0.207 0.189
H 1.550 -3.100 -0.669
H 0.140 -3.529 0.022
H 1.544 -3.086 1.031
H -1.871 1.069 -0.100
H -1.124 -0.145 1.105
H -1.434 1.544 1.433
H -0.379 2.811 -0.794
H 1.135 2.972 0.194
H 1.293 2.094 -1.329
```

Stability verdict: run w, ahead by 2.1 kcal/mol

Run w
The following is a DFT calculation (the ωB97M-V functional and the def2-TZVPD basis) of a 11-piece molecular cluster, H21O11 overall.

Values from the calculation:
- Total charge: -1
- Frontier orbital gap: 10.26 eV
- HOMO level: -7.316 eV
- Lowest unoccupied orbital energy: 2.94 eV
- Molecular weight: 197.16 g mol⁻¹

The geometry in XYZ format:
```
32
H21O11 (the ωB97M-V functional and the def2-TZVPD basis)
O 1.277 2.079 -0.208
H 1.741 1.290 -0.768
H 0.380 1.625 0.087
O -2.874 -0.325 2.259
H -1.990 -0.282 1.754
H -3.294 -0.824 1.574
O 1.637 -0.481 -1.175
H 0.678 -0.860 -1.175
H 2.131 -1.311 -1.154
O -1.192 0.301 0.389
H -1.397 -0.453 -0.466
H -2.030 0.717 0.732
O -2.173 -3.294 -1.947
H -1.362 -2.734 -1.671
H -1.952 -3.079 -2.905
O 1.527 -1.325 1.392
H 2.059 -0.462 1.632
H 3.795 -0.950 -0.814
O 4.221 -0.169 -0.713
H 3.463 0.405 -0.652
O -0.570 -1.329 -1.520
H 1.177 -1.214 0.442
H -0.937 -0.741 -2.193
O -3.434 -2.177 -0.070
H -2.846 -2.267 -0.863
H -2.898 -2.903 0.356
O 1.989 2.541 2.772
H 1.869 2.109 3.581
H 1.818 2.010 2.086
O -0.389 5.009 -0.014
H -0.893 4.626 -0.695
H 0.469 4.467 -0.055
```

Run x
The following is a DFT calculation (the ωB97M-V functional and the def2-TZVPD basis) of H21O11 as an isolated structure.

Values from the calculation:
- Total charge: -1
- Frontier orbital gap: 8.35 eV
- HOMO level: -5.628 eV
- Lowest unoccupied orbital energy: 2.72 eV
- Molecular weight: 197.16 g mol⁻¹

The geometry in XYZ format:
```
32
H21O11 (the ωB97M-V functional and the def2-TZVPD basis)
O 0.191 2.117 -4.243
H 0.732 2.815 -3.866
H 0.341 1.361 -3.673
O -2.224 -2.251 -1.069
H -1.868 -3.123 -1.263
H -1.567 -1.816 -0.498
O 0.657 -3.712 -2.130
H -1.937 2.469 2.715
H 3.660 1.624 1.331
O 0.214 -1.787 0.349
H 0.596 -2.634 0.146
H 1.142 0.106 2.823
O -1.885 -0.784 2.435
H -2.806 -0.217 -1.276
H 0.765 -0.891 -0.233
O 3.378 1.181 0.552
H 2.506 0.761 0.563
H 1.098 -0.438 -1.825
O 1.264 -0.033 -0.982
H 0.809 -4.558 -2.525
O -1.893 2.384 3.676
H 1.065 -2.969 -2.562
H -2.456 1.629 3.806
O 1.329 2.681 -1.169
H 1.305 1.738 -0.857
H 2.027 3.006 -0.589
O -2.014 0.161 -0.914
H -2.397 0.015 2.533
H -1.301 0.222 -1.542
O 0.905 0.353 3.736
H -1.674 -0.784 1.495
H 0.364 -0.457 3.792
```

Stability verdict: run x, ahead by 21.1 kcal/mol

Run w
The following is a DFT calculation (the ωB97M-V functional and the def2-TZVPD basis) of one molecule with the formula C4H5BO2.

Values from the calculation:
- SMILES string: O=C1CC=CB1O
- Frontier orbital gap: 8.73 eV
- HOMO level: -8.576 eV
- Lowest unoccupied orbital energy: 0.15 eV
- Molecular weight: 95.89 g mol⁻¹

The geometry in XYZ format:
```
12
C4H5BO2 (the ωB97M-V functional and the def2-TZVPD basis)
B -0.982 0.052 -0.815
C -0.307 1.371 0.356
C 0.806 0.905 0.928
C -0.185 -1.117 -0.030
C 1.100 -0.580 0.558
O -0.535 -2.180 0.381
O -1.717 0.205 -1.863
H -0.722 2.322 0.387
H 1.508 1.486 1.626
H 1.828 -0.655 -0.313
H 1.349 -1.341 1.310
H -2.144 -0.467 -2.525
```

Run x
The following is a DFT calculation (the ωB97M-V functional and the def2-TZVPD basis) of one molecule with the formula C4H5BO2.

Values from the calculation:
- SMILES string: O=C1CC=CB1O
- Frontier orbital gap: 9.07 eV
- HOMO level: -9.148 eV
- Lowest unoccupied orbital energy: -0.07 eV
- Molecular weight: 95.89 g mol⁻¹

The geometry in XYZ format:
```
12
C4H5BO2 (the ωB97M-V functional and the def2-TZVPD basis)
B -0.964 0.687 0.102
C 0.453 1.292 0.312
C 1.421 0.316 0.215
C -0.695 -0.909 0.020
C 0.775 -1.077 -0.358
O -1.387 -1.816 0.435
O -2.174 1.311 -0.181
H 0.766 2.281 0.700
H 2.550 0.344 0.394
H 0.879 -1.091 -1.477
H 1.217 -2.043 0.142
H -2.842 0.705 -0.305
```

Stability verdict: run x, ahead by 26.5 kcal/mol

Run w
The following is a DFT calculation (the ωB97M-V functional and the def2-TZVPD basis) of one molecule with the formula C5H7FO.

Values from the calculation:
- SMILES string: O[C@@H]1CC=C[C@H]1F
- Frontier orbital gap: 10.60 eV
- HOMO level: -9.694 eV
- Lowest unoccupied orbital energy: 0.90 eV
- Molecular weight: 102.11 g mol⁻¹

The geometry in XYZ format:
```
14
C5H7FO (the ωB97M-V functional and the def2-TZVPD basis)
C -0.414 -0.926 0.327
C -0.883 0.512 0.731
C 0.056 1.447 -0.007
C 1.138 0.829 -0.516
C 1.007 -0.659 -0.314
H -1.482 -0.879 -1.328
H -0.399 -1.610 1.151
H -0.588 0.569 1.823
H -1.924 0.769 0.737
H -0.150 2.510 -0.138
H 1.918 1.257 -1.219
H 1.199 -1.161 -1.268
O -1.419 -1.433 -0.516
F 1.941 -1.224 0.538
```

Run x
The following is a DFT calculation (the ωB97M-V functional and the def2-TZVPD basis) of a 2-piece molecular cluster, C5H7FO overall.

Values from the calculation:
- Frontier orbital gap (alpha / beta): 8.47 / 8.33 eV
- HOMO level (alpha / beta): -7.852 / -7.771 eV
- Lowest unoccupied orbital energy (alpha / beta): 0.62 / 0.56 eV
- Molecular weight: 102.11 g mol⁻¹

The geometry in XYZ format:
```
14
C5H7FO (the ωB97M-V functional and the def2-TZVPD basis)
C 2.440 -0.750 -1.076
C -2.134 -0.771 0.948
C 1.482 -0.214 -0.334
C -2.065 -0.613 -0.366
C 0.839 1.753 0.723
O 0.745 0.765 -0.073
F -2.104 0.376 -1.225
H 2.772 -0.276 -1.900
H 2.737 -1.768 -0.682
H -2.146 0.089 1.567
H -2.249 -1.694 1.418
H 0.112 2.498 0.956
H 1.862 2.124 0.968
H -2.291 -1.520 -0.925
```

Stability verdict: run w, ahead by 139.7 kcal/mol